Arrangement i

17
Properties=species:S:1:pos:R:3 method="wB97M-V/def2-TZVPD" mol_weight_g_mol=117.13 homo_energy_ev=-3.5 charge=-1 spin_multiplicity=1 homo_lumo_gap_ha=0.27551 smiles="CC[C@@H](C)N=[N+]([O-])[O-]"
H -0.719 -1.048 -2.926
H -0.518 1.142 2.331
C -0.106 -0.856 -1.966
H -1.565 -0.966 -0.404
H 0.557 -1.741 -1.763
N 1.958 -0.357 1.313
H -1.882 0.328 1.566
H 0.557 -0.228 -2.430
O 2.691 -1.255 1.719
N 0.881 -0.721 0.710
H -1.465 0.589 -1.352
H -1.396 1.919 0.811
C -1.077 1.124 1.437
C -0.866 -0.162 -0.867
O 2.208 0.879 1.424
C 0.059 0.239 0.255
H 0.684 1.114 0.143



Arrangement ii

17
Properties=species:S:1:pos:R:3 method="wB97M-V/def2-TZVPD" mol_weight_g_mol=117.13 homo_energy_ev=-4.3 charge=-1 spin_multiplicity=1 homo_lumo_gap_ha=0.29490
N -1.380 -0.326 0.482
O -2.355 0.292 -1.570
C -2.561 0.052 -0.327
O -3.602 -0.046 0.381
H 0.992 0.471 1.889
H -0.468 -1.252 -1.319
H 2.441 -1.041 -0.109
C 1.053 1.047 0.923
N 2.175 -0.707 -1.015
H 0.207 -1.853 0.191
H -1.610 -0.815 1.342
H 0.285 0.949 -1.101
C 0.817 0.236 -0.417
H 2.107 1.536 0.727
H 0.257 1.830 1.128
C -0.266 -0.902 -0.278
H 1.909 0.529 -0.926



Arrangement iii

17
Properties=species:S:1:pos:R:3 method="wB97M-V/def2-TZVPD" mol_weight_g_mol=117.13 homo_energy_ev=-3.0 charge=-1 spin_multiplicity=1 homo_lumo_gap_ha=0.25968 smiles="CNC(=O)CNC[O-]"
C 1.747 0.842 0.736
H 2.137 1.705 1.314
H -0.670 0.202 -2.807
O 1.347 1.244 -0.499
N 0.651 0.273 1.578
C -1.430 -0.358 0.427
O -2.354 -0.075 1.176
H 0.036 1.045 1.813
H 0.358 0.363 -1.417
N -1.571 -0.307 -0.918
H 0.028 -1.215 -1.901
H -0.279 -1.554 1.748
H -2.392 0.138 -1.256
C -0.433 -0.227 -1.836
C -0.088 -0.807 0.964
H 2.510 0.030 0.688
H 0.405 -1.298 0.191



Referenced to the most stable arrangement, the calculated values in kcal/mol are arrangement i 80.9; arrangement ii 51.1; arrangement iii 0.0.



Arrangement i

24
Properties=species:S:1:pos:R:3 method="wB97M-V/def2-TZVPD" mol_weight_g_mol=176.17 homo_energy_ev=-9.6 spin_multiplicity=1 homo_lumo_gap_ha=0.36428 smiles="C[C@@H](O)[C@H](N)C(=O)NCC(=O)O"
C -0.499 -1.132 3.713
H 1.045 -1.123 2.488
O -0.858 -1.464 -0.342
H -2.163 -0.404 2.764
H -0.228 0.485 -3.888
H 1.124 -0.939 -3.584
C 0.725 0.274 -1.852
H -1.097 1.093 -1.158
C 0.178 -0.319 -3.096
H -0.306 0.791 1.921
H -0.581 -1.137 -3.003
O -0.966 -1.444 4.822
N -0.564 -0.133 1.602
H 1.757 1.093 -3.076
C -0.608 -0.380 0.265
O 1.231 1.630 -2.327
N 0.590 1.852 -0.097
C -1.349 -0.893 2.426
H -1.397 -1.878 1.882
H 1.599 1.835 -0.219
O 0.762 -1.137 3.555
H 1.556 -0.178 -1.455
C -0.146 0.759 -0.703
H 0.195 2.748 -0.639



Arrangement ii

24
Properties=species:S:1:pos:R:3 method="wB97M-V/def2-TZVPD" mol_weight_g_mol=176.17 homo_energy_ev=-9.5 spin_multiplicity=1 homo_lumo_gap_ha=0.37001 smiles="C[C@@H](O)[C@H](NC(=O)CN)C(=O)O"
O 1.724 1.082 -1.497
H -0.306 -0.213 -1.770
O -2.467 0.598 0.415
N 1.923 1.591 2.077
O -0.456 -1.859 1.059
O -2.871 -1.078 -0.988
H 2.342 0.616 2.022
H -0.103 -1.114 1.544
C 1.907 2.106 0.718
H -0.513 1.346 0.562
C -0.060 -1.676 -0.316
C 1.258 1.243 -0.406
C 1.395 -1.880 -0.484
H 1.951 -1.594 0.389
C -0.615 -0.301 -0.692
H -3.796 -0.857 -0.761
C -2.057 -0.180 -0.411
H 1.642 -2.935 -0.590
H -0.610 -2.419 -0.897
N 0.053 0.699 0.046
H 0.984 1.498 2.443
H 1.345 3.047 0.809
H 1.825 -1.458 -1.440
H 2.992 2.245 0.474



Arrangement iii

24
Properties=species:S:1:pos:R:3 method="wB97M-V/def2-TZVPD" mol_weight_g_mol=176.17 homo_energy_ev=-9.6 spin_multiplicity=1 homo_lumo_gap_ha=0.33241
C 2.734 -0.783 0.103
O -4.097 -0.235 0.060
H 1.586 -1.087 -1.507
H -3.173 2.006 0.711
C 0.182 -0.917 -0.190
N 1.502 1.034 -1.110
H 2.690 -1.899 0.436
O -0.043 -2.068 0.301
H 2.995 -0.571 2.168
H 3.756 -0.829 -0.438
C -2.866 -0.599 0.110
H -2.070 2.118 -0.689
O 3.010 0.121 1.052
C -1.769 0.377 0.441
N -0.679 0.062 -0.264
O -2.627 -1.802 -0.363
H -1.745 -2.007 -0.208
H 2.059 1.390 -0.226
H 2.244 0.974 -1.835
H -1.222 2.190 0.873
C 1.469 -0.445 -0.686
C -2.058 1.842 0.371
H -0.290 0.889 -0.636
H -1.589 0.242 1.526



Arrangement iv

24
Properties=species:S:1:pos:R:3 method="wB97M-V/def2-TZVPD" mol_weight_g_mol=176.17 homo_energy_ev=-7.3 spin_multiplicity=1 homo_lumo_gap_ha=0.29396
H -3.319 -0.539 -0.168
N 3.170 -1.080 -0.455
H -0.500 1.216 2.533
N -0.886 -0.030 0.980
H 3.101 -2.868 -1.415
H -1.040 1.434 -0.499
C -0.755 -1.483 -1.001
H 3.392 0.536 1.082
C -0.476 0.185 2.399
H 0.368 -1.572 0.908
O 2.828 -1.955 -1.499
H -2.201 1.607 0.869
C 2.391 -0.039 -0.423
H -1.231 -0.278 2.964
O 2.755 0.934 0.482
H 0.540 -0.193 2.378
C -1.660 0.865 0.157
O 4.032 -1.399 0.391
H 1.767 0.234 -1.263
C -2.592 0.005 -0.707
H -3.291 0.476 -1.415
H -0.403 -2.273 -1.582
C -0.238 -1.014 0.176
O -1.825 -0.819 -1.638



Referenced to the most stable arrangement, the calculated values in kcal/mol are arrangement i 64.6; arrangement ii 0.0; arrangement iii 86.0; arrangement iv 150.5.